No. 1
11 unconnected molecules or ions with the total composition C28H83N5O11 in a non-equilibrium geometry. Source: OMol25; level of theory: ωB97M-V/def2-TZVPD.

```
127
Properties=species:S:1:pos:R:3:forces:R:3
C -3.10440 -0.08197 24.25344 -0.6533 0.0700 0.2068
O -4.26972 0.14846 23.48987 -0.1219 0.3375 -0.4210
C -5.47756 0.21667 24.23281 0.3918 0.0153 -0.4866
C -6.56815 0.95636 23.42369 0.6060 0.8498 0.0946
C -6.35219 2.47377 23.35143 0.6006 -0.3129 -0.8216
N -7.79476 0.81124 24.12122 -1.4702 -0.9858 1.3826
H -2.23992 0.00403 23.59514 -0.1262 -0.1117 0.0677
H -3.15245 -1.05727 24.73779 0.2081 -0.3219 -0.0993
H -3.03528 0.64526 25.06243 0.1662 0.2914 0.0639
H -5.79288 -0.79499 24.48815 -0.3218 -0.3335 -0.1643
H -5.28870 0.67842 25.20195 -0.1573 0.5546 0.0687
H -6.72873 0.50028 22.44680 0.9848 0.0885 -0.4530
H -6.45793 2.90760 24.34577 0.2200 -0.0482 -0.0144
H -7.08458 2.94900 22.69884 -0.3159 -0.1396 0.0550
H -5.40025 2.71888 22.88045 0.2256 0.0238 0.3439
H -8.03682 -0.16920 24.10517 -0.3070 -0.2295 0.2825
H -8.56468 1.27744 23.66299 0.0684 0.2543 -0.1135
C -11.26665 -2.10174 11.18465 0.3491 0.6874 -0.9944
O -10.98064 -3.27121 11.87797 0.3688 -0.1044 1.7403
C -11.05951 -3.04305 13.34211 0.0473 -1.3530 -1.0456
C -10.20232 -4.11377 14.08799 0.8175 1.6285 -0.0766
C -10.16045 -3.89000 15.62343 -1.8803 -0.6706 -0.0638
N -8.80799 -3.97034 13.70290 0.4584 -0.1657 -0.5390
H -12.28141 -1.72660 11.31744 -0.1589 -0.0006 0.2961
H -11.11584 -2.22333 10.11200 -0.2244 -0.6959 -0.0766
H -10.54367 -1.30953 11.37906 0.0099 0.2988 0.6482
H -10.65616 -2.05649 13.57033 -0.1371 0.1798 0.0602
H -12.12075 -3.13888 13.57168 -0.0775 0.2849 0.3909
H -10.48837 -5.10255 13.72941 -0.4256 -0.0866 0.5814
H -9.90269 -4.81182 16.14490 0.3878 0.1108 -0.1224
H -11.15575 -3.64970 15.99724 -0.3431 -0.0579 -0.0234
H -9.56677 -3.05749 16.00101 0.4699 -0.1071 -0.6042
H -8.74182 -3.97861 12.69510 0.1065 -0.1003 -0.2680
H -8.49666 -3.05319 13.98932 0.2346 0.1525 0.0990
C -17.58359 -3.76714 20.96509 -0.1154 0.6121 -1.2782
O -18.05172 -4.94590 20.31075 -0.2691 -0.0276 1.1323
C -17.04528 -5.68464 19.62381 -0.1268 1.4771 0.1419
C -17.68272 -6.82283 18.87546 -0.0332 -0.0447 -0.6798
C -16.69631 -7.41187 17.87804 0.3148 -0.5257 0.7010
N -18.86153 -6.40951 18.12063 -0.2247 0.5388 0.5840
H -17.39561 -3.04883 20.16709 0.5370 0.2727 -0.1039
H -16.68364 -3.84787 21.57474 0.0782 -0.5656 -0.0173
H -18.33830 -3.24435 21.55264 -0.4124 -0.8158 0.1416
H -16.61048 -5.03179 18.86696 0.4425 0.3385 -0.0813
H -16.28994 -5.95389 20.36209 0.2673 -0.4360 -0.1734
H -18.00713 -7.51614 19.65145 -0.0020 -0.5513 -0.2932
H -16.35902 -6.74267 17.08651 -0.2773 0.5094 0.1908
H -17.13857 -8.26179 17.35829 0.1498 -0.1962 0.2853
H -15.80522 -7.67527 18.44785 0.1803 -0.5038 -0.2824
H -18.57357 -5.85950 17.32397 0.3132 -0.1126 -0.4715
H -19.26407 -5.69264 18.70728 -0.8222 0.0391 0.1938
C -12.43285 12.90507 16.27395 -0.5319 0.1748 0.7455
O -11.33571 12.14455 16.72944 0.0325 -1.1013 -0.7100
C -11.37412 10.80633 16.14604 -0.3949 0.1131 0.6926
C -10.24323 9.92956 16.69811 0.1071 0.2305 -1.1288
C -10.35641 9.69219 18.14344 -0.8553 0.2572 1.6271
N -8.95635 10.56566 16.47146 0.1242 0.5627 -0.4974
H -13.37512 12.53489 16.67792 -0.2344 -0.7141 -0.2400
H -12.49734 12.95754 15.18713 0.1031 0.0971 -0.0744
H -12.44385 13.89290 16.73459 0.8079 0.1912 -0.3070
H -12.32117 10.32824 16.39629 -0.3525 0.0716 0.1405
H -11.34960 10.86117 15.05770 0.2591 0.2097 -0.1988
H -10.25377 8.95312 16.21378 -0.1168 0.0573 -0.4590
H -11.19352 9.03745 18.38562 0.1409 -0.3333 0.0121
H -10.62634 10.63334 18.62246 0.3187 0.1484 0.2690
H -9.41261 9.33071 18.55171 -0.2103 -0.1167 0.0181
H -9.16238 11.51665 16.74214 0.5067 0.5427 0.6402
H -8.85673 10.72161 15.47855 0.2927 -0.3940 -0.5283
C -5.47325 1.38231 15.03269 -0.3949 0.2532 -0.9550
O -4.39458 0.44112 15.06649 -1.3650 0.9829 -0.1202
C -3.71158 0.53654 16.27423 1.1077 -0.4226 0.5933
C -2.44322 -0.34335 16.25353 -0.5229 0.2218 0.1383
C -2.76331 -1.83023 16.17012 -0.1896 -0.4421 -0.0987
N -1.57988 -0.05441 17.40950 0.3361 0.4657 -0.1761
H -5.24527 2.43607 15.19302 1.0441 0.0501 0.4344
H -6.30730 1.20800 15.71245 0.1279 -0.7029 0.2692
H -5.88405 1.44055 14.02474 0.0409 -0.6654 -0.1117
H -3.38510 1.56311 16.44050 0.0735 0.3350 0.0012
H -4.30957 0.26080 17.14284 -0.4669 -0.1738 0.1207
H -1.94138 -0.00576 15.34673 0.4904 -0.2158 0.0561
H -1.92525 -2.49728 16.37207 0.2753 0.4086 0.3345
H -3.10152 -2.18324 15.19590 -0.2553 0.5323 -0.1511
H -3.55908 -2.06958 16.87550 -0.0301 -0.0965 0.1534
H -1.36219 0.93172 17.42543 0.3767 0.2769 -0.4657
H -1.99585 -0.13363 18.32644 -0.6565 -0.8074 -0.0161
C -16.39160 0.52055 28.73127 0.2369 0.5797 0.2155
C -15.88783 1.76364 27.92835 0.0248 0.0129 0.2627
O -16.45588 3.00649 28.37836 -0.9315 -0.7555 0.5002
H -17.45858 0.30133 28.77132 -0.2293 0.7814 -0.3545
H -16.07908 0.59039 29.77317 0.1170 0.0847 0.0077
H -15.99820 -0.41919 28.34368 0.5206 0.2400 -0.2516
H -16.04860 1.60078 26.86264 -0.2518 0.0871 -0.1137
H -14.81626 1.90822 28.06604 0.2377 -0.6671 0.0105
H -16.16828 3.77273 27.87660 0.2793 -0.3555 -0.2811
C -12.18316 7.56425 25.60151 0.0104 -0.0567 0.7706
C -13.12364 8.74409 25.59105 2.2663 1.2527 -1.2646
O -14.41243 8.40905 25.88389 -1.8033 -0.4955 0.6011
H -11.17728 7.81310 25.26328 -0.0724 0.2647 -0.0037
H -12.51443 6.71478 25.00423 -0.2660 0.0914 0.1050
H -12.12514 7.30694 26.65911 0.2361 -0.6768 -0.0731
H -13.03657 9.26247 24.63618 -0.3061 -0.0699 -0.5726
H -12.76457 9.51707 26.27050 0.2650 -0.1166 0.4611
H -14.76654 9.13297 26.40556 -0.3427 -0.1993 -0.0334
C -17.09705 8.28729 20.24373 0.0498 0.0529 -0.7048
O -16.72321 7.22885 21.07657 0.3185 -0.2267 0.7745
H -16.55753 9.21361 20.44109 0.0762 0.1045 0.1864
H -16.80637 7.96516 19.24382 -0.3860 0.1964 -0.1509
H -18.16879 8.46830 20.32567 -0.1126 0.1407 -0.3156
H -16.78847 7.56032 21.97517 0.0729 -0.2810 0.2157
C -18.36606 -1.42432 13.65958 0.6536 -0.0882 0.2832
O -18.52038 -2.81250 13.69350 -0.4619 -1.0654 -0.1571
H -18.46300 -1.07785 12.63068 -0.1535 0.5154 0.0994
H -19.07810 -0.99911 14.36691 0.0773 0.6663 -0.2192
H -17.34291 -1.26576 14.00035 -0.0965 0.4625 -0.0005
H -19.43589 -2.95776 13.44379 -0.0151 -0.4960 0.0048
C -15.55702 5.30189 12.74362 1.3918 0.0526 -0.1069
O -14.23252 4.94535 13.22648 -0.8519 -0.2001 0.6161
H -15.81044 6.31394 13.05922 0.0990 0.1806 -0.2572
H -15.50425 5.20106 11.65958 -0.6760 0.1746 -0.0094
H -16.32684 4.66237 13.17548 0.3956 -0.3569 -0.0655
H -13.54616 5.15213 12.58792 -0.3575 0.1487 -0.1746
C -13.26278 2.12754 19.02895 -1.1011 1.2027 1.2231
O -13.51684 2.48880 20.42110 0.1819 -0.5242 -0.5660
H -12.92222 1.09211 19.02699 0.3315 0.3947 -0.2457
H -14.19877 2.22942 18.47972 -0.1085 -0.4590 -0.1680
H -12.63230 2.91636 18.61864 0.6818 -0.6459 -0.2572
H -14.15181 3.20881 20.42316 0.0109 0.0414 0.0176
```
Positions in Å, forces in eV/Å.

* largest force on an atom: 2.88 eV Å⁻¹
* SMILES: COC[C@H](C)N.COC[C@H](C)N.COC[C@H](C)N.COC[C@H](C)N.COC[C@H](C)N.CCO.CCO.CO.CO.CO.CO
* E_LUMO: 0.20 eV
* charge: 0
* frontier orbital gap: 9.42 eV
* ΔE to the lowest compared entry with this formula, charge and spin: 90.78 kcal per mole
* 2S+1: 1

Mulliken population analysis, charges in e, atoms 1 to 2: atom 1 (C): -0.74, atom 2 (O): -0.29

***

No. 2
A molecular structure, C4H4S in a non-equilibrium geometry. Source: OMol25; level of theory: ωB97M-V/def2-TZVPD.

```
9
Properties=species:S:1:pos:R:3:forces:R:3
C -0.44839 2.41484 0.92798 0.4198 -1.4901 -0.8781
C -0.49944 0.41204 0.49055 -0.0419 2.6011 2.0160
C 0.50143 -1.62720 -0.69517 -3.4135 3.7673 0.3360
C -0.38523 -0.51200 -0.52643 2.9106 -3.1915 -1.7721
S -0.70534 0.94201 1.98808 -0.0879 -1.1301 -0.4414
H 0.66797 2.45765 0.94491 -0.3126 0.0775 -0.0210
H 0.56646 -1.81478 -1.77739 0.6053 -0.9069 1.0025
H 0.96460 -2.04223 0.17410 0.7127 -0.4944 -0.1634
H -0.66206 -0.23032 -1.52662 -0.7924 0.7670 -0.0784
```
Positions in Å, forces in eV/Å.

* largest force on an atom: 5.09 eV Å⁻¹
* E_LUMO: -1.18 eV
* charge: 0
* frontier orbital gap: 7.16 eV
* ΔE to the lowest compared entry with this formula, charge and spin: 161.18 kcal per mole
* 2S+1: 1

Mulliken population analysis, charges in e, atoms 1 to 2: atom 1 (C): -0.46, atom 2 (C): 0.17